Run A
DFT (wB97M-V/def2-TZVPD) results for one molecule with the formula C2H3IN2O2.

Structure (XYZ):
```
10
C2H3IN2O2 (wB97M-V/def2-TZVPD)
I 2.329 0.087 0.207
O -0.738 -0.970 2.884
O -0.084 1.417 -0.658
N 0.075 -0.798 2.030
N -0.458 -0.488 0.813
C 0.007 0.377 -1.622
C 0.336 0.196 -0.187
H -1.524 -0.399 0.957
H -0.908 0.101 -2.081
H 0.965 0.476 -2.342
```

Values from the calculation:
* spin multiplicity: 1
* SMILES: O=NN[C@@]1(I)CO1
* Kohn-Sham gap: 0.3618 Ha
* E_HOMO: -9.4167 eV
* total charge: 0

Run B
DFT (wB97M-V/def2-TZVPD) results for a 2-piece molecular cluster, C2H3IN2O2 overall.

Structure (XYZ):
```
10
C2H3IN2O2 (wB97M-V/def2-TZVPD)
I 1.836 0.587 2.803
O -1.820 -0.600 -0.863
O 2.599 -1.207 -0.470
N 1.703 -0.781 -1.152
N 0.502 -0.666 -0.672
C -0.608 -0.106 -0.745
C -1.574 0.788 -0.284
H -2.021 1.439 -1.008
H 1.130 -0.350 1.613
H -1.748 0.896 0.778
```

Values from the calculation:
* spin multiplicity: 1
* SMILES: O=N/N=C1\CO1.I
* Kohn-Sham gap: 0.3417 Ha
* E_HOMO: -9.3406 eV
* total charge: 0

On energetic grounds, run A is preferred over the next structure by 0.0500 hartree.

Run A
DFT (wB97M-V/def2-TZVPD) results for one molecule with the formula C7H12S.

Structure (XYZ):
```
20
C7H12S (wB97M-V/def2-TZVPD)
S 2.771 0.704 -0.184
C 0.755 1.134 1.448
C -1.968 0.343 0.111
C 0.990 -1.867 -0.237
C 0.339 -0.574 -0.440
C -1.039 -0.630 0.117
C 1.118 0.386 0.401
C -1.808 1.503 -0.852
H -1.302 1.172 -1.745
H 0.551 -2.688 -0.935
H 2.031 -1.839 -0.484
H 0.255 -0.423 -1.513
H 1.039 -2.325 0.809
H 1.506 1.593 2.002
H 2.860 -0.348 -0.976
H -2.936 0.282 0.692
H -2.847 1.923 -0.913
H -0.043 0.890 2.152
H -1.119 2.128 -0.379
H -1.153 -1.365 0.927
```

Values from the calculation:
* spin multiplicity: 1
* SMILES: C=C(S)[C@@H](C)/C=C\C
* Kohn-Sham gap: 0.3458 Ha
* E_HOMO: -8.6036 eV
* total charge: 0

Run B
DFT (wB97M-V/def2-TZVPD) results for one molecule with the formula C7H12S.

Structure (XYZ):
```
20
C7H12S (wB97M-V/def2-TZVPD)
S 2.108 0.714 -2.211
C 1.395 -0.423 -1.044
C -0.052 1.354 0.374
C -0.028 -1.138 -1.128
C -0.068 -1.022 0.390
C -1.112 0.912 1.374
C 0.891 0.102 0.323
C -1.395 -0.552 1.101
H 2.216 -1.152 -0.864
H 1.680 0.324 1.037
H -0.673 -0.459 -1.627
H -2.062 1.533 1.314
H 0.364 -1.894 0.900
H -2.120 -0.775 0.303
H -0.733 0.933 2.433
H -0.016 -2.138 -1.517
H 1.225 1.126 -3.160
H -0.587 1.407 -0.608
H -1.571 -1.115 2.022
H 0.541 2.261 0.589
```

Values from the calculation:
* spin multiplicity: 1
* SMILES: S[C@@H]1C[C@@H]2CCC[C@@H]21
* Kohn-Sham gap: 0.3568 Ha
* E_HOMO: -8.7670 eV
* total charge: 0

Run C
DFT (wB97M-V/def2-TZVPD) results for one molecule with the formula C7H12S.

Structure (XYZ):
```
20
C7H12S (wB97M-V/def2-TZVPD)
S 1.573 -1.971 1.837
C 0.094 0.983 1.007
C -0.684 -0.399 -0.828
C 0.505 -1.391 -0.820
C -0.437 1.912 -0.085
C 0.223 -1.647 0.682
C -0.608 -0.351 0.719
C -0.440 1.028 -1.352
H 0.452 -2.278 -1.496
H 1.189 0.843 0.927
H -1.486 2.218 0.170
H -1.555 -0.415 1.267
H 2.334 -0.912 1.505
H -1.198 1.344 -2.077
H 0.173 2.827 -0.198
H 1.465 -0.886 -0.963
H 0.535 1.105 -1.887
H -1.604 -0.848 -1.246
H -0.097 1.343 2.019
H -0.433 -2.505 0.819
```

Values from the calculation:
* spin multiplicity: 1
* SMILES: S[C@@H]1C[C@@H]2CCC[C@@H]21
* Kohn-Sham gap: 0.3638 Ha
* E_HOMO: -8.9111 eV
* total charge: 0

Run D
DFT (wB97M-V/def2-TZVPD) results for a 2-piece molecular cluster, C7H12S overall.

Structure (XYZ):
```
20
C7H12S (wB97M-V/def2-TZVPD)
S 0.177 2.620 2.665
C -0.925 -1.123 0.208
C 0.887 1.669 -1.475
C 0.175 0.576 -1.304
C 0.481 1.435 1.641
C -1.018 -1.228 -2.304
C 1.843 0.829 1.774
C -0.570 -0.461 -1.081
H 1.773 0.176 2.633
H 0.452 2.615 -1.672
H 1.932 1.580 -1.802
H -0.340 -0.727 1.089
H -2.005 -1.688 -2.189
H -0.911 -0.782 -3.401
H 2.554 1.500 2.021
H -1.940 -1.020 0.629
H -0.734 -2.208 0.166
H 2.040 0.185 1.005
H -0.956 3.093 2.105
H -0.520 -2.173 -2.301
```

Values from the calculation:
* spin multiplicity: 1
* Kohn-Sham gap: 0.3019 Ha
* E_HOMO: -7.7749 eV
* total charge: 0

On energetic grounds, run C is preferred over the next structure by 0.0298 hartree.

Run A
DFT (wB97M-V/def2-TZVPD) results for one molecule with the formula H2NO4P.

Structure (XYZ):
```
8
H2NO4P (wB97M-V/def2-TZVPD)
P 0.093 0.235 -0.217
O 0.371 1.350 -1.178
O 0.237 1.279 1.300
O -1.734 0.378 0.558
O -1.071 1.247 1.674
N 0.887 -1.282 -0.554
H 0.611 -2.152 -0.112
H 0.606 -1.055 -1.471
```

Values from the calculation:
* spin multiplicity: 1
* SMILES: NP1(=O)OOO1
* Kohn-Sham gap: 0.3285 Ha
* E_HOMO: -9.8276 eV
* total charge: 0

Run B
DFT (wB97M-V/def2-TZVPD) results for one molecule with the formula H2NO4P.

Structure (XYZ):
```
8
H2NO4P (wB97M-V/def2-TZVPD)
P 0.290 -0.221 -0.962
O 0.750 -1.528 -0.310
O 1.303 0.784 0.123
O -1.918 0.983 -0.459
O -1.104 -0.194 1.172
N -1.147 0.215 0.059
H 0.768 -1.691 0.579
H 1.059 1.653 -0.202
```

Values from the calculation:
* spin multiplicity: 1
* Kohn-Sham gap: 0.3762 Ha
* E_HOMO: -10.4611 eV
* total charge: 0

On energetic grounds, run B is preferred over the next structure by 0.1533 hartree.

Run A
DFT (wB97M-V/def2-TZVPD) results for C18H32N4O5 as an isolated structure.

Structure (XYZ):
```
59
C18H32N4O5 (wB97M-V/def2-TZVPD)
O 0.136 -3.799 -0.897
O -2.805 0.902 -0.618
O 1.567 0.705 0.324
O -1.058 -2.091 0.537
O 1.583 2.340 4.337
N -1.237 -2.100 -1.916
N 1.303 2.595 0.945
N -0.570 0.419 -1.046
N 1.903 0.452 3.296
C 1.390 2.014 -2.606
C 0.454 4.027 -1.621
C -0.858 -1.664 2.692
C 2.578 4.042 2.389
C 2.341 2.580 1.994
C -2.238 -1.258 -1.469
C -2.018 0.162 -1.131
C -2.624 -2.581 -3.535
C -0.445 -2.528 1.587
C -3.056 -1.187 -2.926
C -1.352 -2.712 -3.077
C 1.898 1.850 3.293
C -0.913 -3.937 2.094
C -0.721 -2.878 -0.619
C 0.961 1.628 0.301
C -0.064 1.682 -0.665
C 0.092 2.672 -1.652
C 1.105 -2.538 1.767
H 2.751 4.527 1.379
H -0.402 -4.485 3.023
H 3.190 1.912 1.459
H 1.451 -1.718 1.231
H -0.432 -0.745 2.531
H -2.738 -2.606 -4.532
H 2.267 0.141 2.164
H -0.380 4.469 -1.104
H -0.635 2.495 -2.527
H -0.007 -0.292 -0.951
H -3.112 -1.639 -0.771
H -4.094 -0.891 -2.919
H -2.017 -4.001 2.270
H 3.561 4.021 3.044
H -3.235 -3.261 -3.290
H -1.944 -1.443 2.604
H 1.822 -0.065 3.980
H -2.555 -0.236 -3.598
H -0.389 -2.279 -3.751
H 1.732 -3.596 0.951
H 0.587 3.236 1.207
H -0.463 -4.728 1.295
H 1.558 3.943 -0.934
H 1.094 1.039 -3.024
H -0.521 -1.733 3.776
H 0.716 4.643 -2.286
H 1.736 2.507 -3.454
H -1.213 -3.724 -2.878
H 1.512 -2.648 2.693
H 1.823 4.313 2.931
H 2.182 1.783 -2.147
H -1.195 2.268 -0.153
```

Values from the calculation:
* spin multiplicity: 1
* Kohn-Sham gap: 0.3498 Ha
* E_HOMO: -9.0529 eV
* total charge: 0

Run B
DFT (wB97M-V/def2-TZVPD) results for one molecule with the formula C18H32N4O5.

Structure (XYZ):
```
59
C18H32N4O5 (wB97M-V/def2-TZVPD)
O -0.252 0.021 4.115
O -1.186 0.923 -2.509
O 2.136 -0.223 -5.754
O -0.091 -2.677 -0.204
O -0.923 0.889 2.115
N -0.391 -0.441 -0.308
N 0.599 0.492 -7.237
N 0.714 0.479 -3.632
N -1.088 -1.316 2.555
C 1.297 1.892 3.845
C -1.037 -2.457 3.445
C 2.434 0.037 0.400
C -1.026 2.250 4.757
C 1.741 0.718 -0.777
C 1.208 2.090 -0.367
C -0.065 0.458 -2.533
C 1.097 0.352 -5.993
C -0.648 -1.662 0.169
C -1.716 -1.664 1.285
C 0.450 2.536 -4.943
C -0.767 -0.049 2.875
C 0.264 1.013 -4.896
C 0.658 0.930 6.074
C -2.260 -3.267 3.026
C -2.284 -3.068 1.511
C 0.606 -0.184 -1.315
C 0.161 1.290 4.672
H -0.134 2.986 -4.144
H 1.499 2.786 -4.801
H 0.939 2.162 2.856
H -0.285 0.934 -7.411
H -0.720 3.167 5.253
H -1.061 -2.127 4.483
H 2.804 -0.945 0.114
H 0.115 2.940 -5.895
H 2.106 1.172 3.743
H 0.683 2.564 -1.193
H -1.386 2.489 3.760
H 1.102 0.090 -8.011
H -1.617 -3.782 1.023
H 2.030 2.734 -0.065
H -2.182 -4.314 3.308
H -3.158 -2.845 3.480
H 1.736 -0.087 1.224
H 1.616 0.022 -3.665
H 1.000 1.823 6.588
H -0.800 0.774 -5.016
H 2.467 0.849 -1.587
H 3.271 0.640 0.744
H -0.868 0.360 0.086
H -2.482 -0.919 1.046
H 1.676 2.783 4.338
H -0.116 -3.024 3.268
H 1.017 -1.159 -1.602
H 0.519 1.998 0.469
H -3.281 -3.175 1.088
H -0.145 0.475 6.649
H -1.835 1.794 5.323
H 1.478 0.221 6.006
```

Values from the calculation:
* spin multiplicity: 1
* SMILES: CC(C)[C@@H](NC(=O)[C@H]1CCCN1C(=O)OC(C)(C)C)C(=O)N[C@@H](C)C(N)=O
* Kohn-Sham gap: 0.3577 Ha
* E_HOMO: -8.9753 eV
* total charge: 0

On energetic grounds, run B is preferred over the next structure by 0.6949 hartree.

Run A
DFT (wB97M-V/def2-TZVPD) results for C54H58ClCsN3O6P3S4 as an isolated structure.

Structure (XYZ):
```
130
C54H58ClCsN3O6P3S4 (wB97M-V/def2-TZVPD)
Cs 0.899 -1.395 -0.767
Cl -1.706 -1.528 -2.679
S -2.308 3.522 4.406
S 5.512 1.223 -0.909
S 3.404 1.515 1.213
S -1.043 1.798 1.734
P -0.798 3.124 3.189
P 0.988 -3.810 1.490
P -2.669 1.191 -1.316
O 2.079 -4.112 2.668
O 0.447 -2.426 1.617
O -0.174 -4.795 1.997
O 4.126 2.595 -4.772
O 1.601 -0.146 -2.871
O 1.542 -4.205 0.162
N 3.196 1.497 -2.687
N -2.293 -1.466 1.179
N 2.858 1.579 -1.361
C -5.169 0.487 -2.513
C -3.761 2.637 -0.947
C -5.162 -3.830 -0.740
C -3.825 0.180 -2.328
C -4.530 -1.752 0.319
C 3.410 1.815 -6.874
C 1.130 3.627 5.141
C -4.236 -1.957 -3.422
C 2.421 0.659 -3.372
C 2.950 2.163 5.716
C 0.727 6.898 0.993
C -1.747 1.822 -3.962
C 3.404 -3.556 2.654
C -1.569 1.929 -2.586
C -2.931 -3.546 0.146
C 0.160 -6.397 3.736
C 1.431 5.698 0.919
C 0.974 4.583 1.600
C -0.188 4.659 2.369
C -1.490 -6.738 1.875
C 3.381 1.730 -5.480
C -0.471 2.633 -2.089
C 5.965 0.798 0.796
C 3.407 -2.080 2.266
C -5.574 -1.626 -3.583
C -0.110 -6.209 2.245
C 1.807 -0.083 -5.662
C -0.429 6.975 1.754
C 2.647 0.958 -7.648
C 0.685 2.705 4.193
C -5.074 3.856 0.675
C 0.416 3.246 -2.959
C 1.368 1.511 4.017
C 3.775 1.477 -0.512
C -6.038 -0.401 -3.135
C -4.267 2.774 0.344
C 2.262 3.361 5.894
C -4.062 3.612 -1.897
C 1.837 0.000 -7.046
C 2.499 1.240 4.785
C 2.567 0.764 -4.862
C 5.128 1.632 1.747
C 3.887 -3.698 4.095
C -5.470 -2.540 -0.325
C -4.872 4.690 -1.570
C 0.236 3.137 -4.332
C -5.381 4.812 -0.281
C 0.960 -6.912 1.413
C -3.879 -4.318 -0.498
C -0.884 5.855 2.446
C -3.235 -2.239 0.577
C 4.292 -4.368 1.711
C -3.378 -1.062 -2.808
C -0.841 2.417 -4.832
H 1.007 0.800 3.279
H -3.981 2.064 1.110
H -3.649 3.532 -2.894
H -5.093 5.446 -2.316
H 0.116 -7.455 4.009
H -6.457 -2.134 -0.519
H -0.984 7.906 1.805
H 0.916 -7.986 1.611
H -1.561 -7.807 2.095
H 1.504 3.642 1.521
H 0.957 3.581 -5.012
H 3.243 -3.115 4.759
H 3.880 -4.337 0.702
H -1.400 -1.866 1.451
H 5.309 -3.966 1.710
H -6.250 -2.335 -4.049
H 1.278 3.771 -2.566
H 1.170 -0.799 -5.154
H 3.945 2.366 -3.803
H -3.855 -2.916 -3.753
H 4.918 -3.347 4.195
H -2.260 -6.201 2.434
H 7.029 1.004 0.916
H 3.032 0.303 4.659
H -1.939 -3.932 0.348
H 2.330 5.628 0.316
H -0.965 2.301 -5.904
H -4.784 -0.739 0.623
H 1.231 -0.667 -7.648
H 3.837 -4.748 4.397
H -5.901 -4.438 -1.252
H -1.787 5.887 3.047
H -3.619 -5.322 -0.818
H -0.313 2.680 -1.012
H -1.674 -6.581 0.810
H 2.679 1.040 -8.729
H 5.163 1.247 2.768
H -7.082 -0.136 -3.260
H 5.446 2.672 1.743
H -5.427 3.962 1.694
H 3.831 1.950 6.310
H 4.412 -1.679 2.428
H -2.585 1.258 -4.359
H 1.954 -6.540 1.674
H -2.503 -0.571 1.583
H 0.801 -6.728 0.350
H 2.608 4.083 6.626
H 0.573 4.545 5.282
H 5.786 -0.263 0.955
H 4.040 2.572 -7.328
H -5.545 1.437 -2.150
H 3.138 -1.912 1.223
H 2.692 -1.523 2.874
H -5.995 5.666 -0.019
H 1.079 7.766 0.447
H 1.148 -5.999 3.976
H -0.585 -5.845 4.315
H 4.327 -5.411 2.042
```

Values from the calculation:
* spin multiplicity: 1
* Kohn-Sham gap: 0.2351 Ha
* E_HOMO: -2.9438 eV
* total charge: -2

Run B
DFT (wB97M-V/def2-TZVPD) results for C54H58ClCsN3O6P3S4 as an isolated structure.

Structure (XYZ):
```
130
C54H58ClCsN3O6P3S4 (wB97M-V/def2-TZVPD)
Cs -0.274 1.777 -0.204
Cl -0.989 0.040 2.915
S -1.969 -0.423 -3.798
S -0.319 -3.520 2.159
S -1.809 -6.621 2.091
S -0.443 1.895 -4.910
P 3.240 1.477 -0.277
P -3.760 0.412 1.152
P -0.503 -5.316 1.363
O 4.686 1.530 0.050
O 2.228 1.374 0.820
O -1.037 5.396 -4.353
O -2.278 3.705 -0.698
O 2.943 0.291 -1.360
O 2.684 2.688 -1.199
N -2.117 2.034 -2.804
N 2.318 1.475 3.733
N -1.764 3.362 -2.929
C -0.620 7.419 -3.245
C -0.432 -0.807 -4.676
C 3.563 1.140 4.232
C 3.443 3.628 -1.982
C -0.597 8.183 -2.094
C -3.824 -3.623 2.054
C 5.952 0.955 3.943
C -4.654 1.611 5.008
C 2.391 4.411 -2.755
C -0.221 0.281 -5.710
C -5.472 0.921 0.758
C 3.726 0.732 5.562
C -1.005 7.639 -0.880
C -0.882 -3.778 -2.435
C 2.191 -5.439 0.602
C -0.810 -5.139 -0.450
C 4.375 2.881 -2.934
C -4.740 1.254 3.673
C -1.154 -6.254 -1.212
C 4.981 0.445 6.068
C 3.325 -1.086 -1.129
C -6.596 0.116 0.917
C 2.423 -1.897 -2.051
C -1.356 -6.129 -2.579
C -2.440 0.645 3.651
C 4.790 -1.253 -1.527
C -1.050 6.090 -3.207
C -3.644 0.763 2.959
C -1.603 1.297 -3.698
C -1.219 -4.889 -3.192
C -6.862 2.673 -0.143
C -1.437 6.325 -0.840
C 6.110 0.557 5.265
C -1.472 5.530 -1.983
C 2.739 -7.795 1.954
C -3.837 -3.360 -0.334
C -3.856 -1.414 1.093
C -7.847 0.591 0.556
C 3.469 -5.971 0.572
C 3.746 -7.151 1.253
C -0.678 -3.904 -1.067
C -7.981 1.872 0.033
C 1.453 -7.264 1.974
C -3.835 -1.983 -0.182
C 4.233 4.541 -1.050
C 3.118 -1.525 0.319
C -5.606 2.195 0.207
C -3.821 -4.182 0.785
C -2.345 0.992 4.994
C 4.701 1.244 3.424
C -3.858 -2.244 2.207
C -3.445 1.478 5.677
C -1.913 4.099 -1.822
C 1.175 -6.084 1.303
H 1.541 1.031 4.195
H 3.549 5.057 -0.374
H -1.384 -4.792 -4.260
H -1.393 0.877 5.494
H 2.242 1.459 2.714
H 6.818 1.031 3.297
H -5.529 1.988 5.522
H -0.980 8.234 0.024
H 1.379 -1.768 -1.761
H -5.689 1.362 3.165
H -8.960 2.238 -0.253
H 3.392 -2.576 0.426
H 1.817 3.746 -3.402
H 3.737 -0.934 0.993
H 4.927 3.944 -0.460
H -0.250 9.209 -2.141
H -3.837 -1.815 3.202
H 2.953 -8.714 2.488
H -3.740 -5.256 0.679
H 2.077 -1.413 0.624
H -1.294 4.454 -4.097
H 5.078 0.123 7.098
H -0.552 -1.787 -5.139
H -6.965 3.661 -0.573
H -0.789 -2.805 -2.903
H 2.666 -2.960 -1.992
H 0.648 -7.757 2.507
H 4.590 1.526 2.382
H 2.847 0.637 6.192
H -1.281 -7.208 -0.716
H -1.626 -6.998 -3.167
H 5.110 2.316 -2.362
H 1.697 4.899 -2.068
H -0.435 -3.043 -0.455
H 1.974 -4.506 0.095
H 2.867 5.179 -3.369
H 4.749 -7.564 1.239
H -0.935 0.182 -6.528
H 7.092 0.327 5.660
H 2.549 -1.559 -3.082
H 0.793 0.260 -6.111
H -1.759 5.868 0.086
H 3.797 2.184 -3.543
H 4.789 5.285 -1.626
H 4.925 -0.938 -2.565
H 4.888 3.588 -3.590
H 5.100 -2.296 -1.427
H -3.738 -4.270 2.917
H 0.393 -0.844 -3.965
H -0.295 7.822 -4.196
H -4.713 2.791 0.035
H -3.792 -3.793 -1.326
H 5.408 -0.624 -0.889
H -6.483 -0.886 1.316
H 4.255 -5.460 0.029
H -3.786 -1.338 -1.054
H -8.720 -0.039 0.675
H -3.355 1.750 6.720
```

Values from the calculation:
* spin multiplicity: 1
* Kohn-Sham gap: 0.2376 Ha
* E_HOMO: -3.0872 eV
* total charge: -2

On energetic grounds, run B is preferred over the next structure by 0.0123 hartree.